{
  "formula": "C7H12N5O",
  "method": "the ωB97M-V functional and the def2-TZVPD basis",
  "fmax_ev_per_a": 11.5,
  "homo_lumo_gap_ev": 7.39,
  "de_lowest_kcal_mol": 196.4,
  "homo_energy_ha": -0.4520,
  "lumo_ev": -4.908,
  "charge": 1,
  "smiles": "CCNc1[nH+]c(N=C=O)cn1CN",
  "elements": ["H", "H", "N", "O", "H", "N", "C", "H", "C", "H", "C", "H", "C", "H", "C", "C", "H", "C", "N", "H", "H", "H", "N", "H", "N"],
  "coordinates": [[-3.5657, 0.1512, 0.1247], [0.4123, -1.6899, -2.8299], [-0.6070, -0.1218, 1.2871], [4.6824, 1.8691, 0.2592], [1.5936, -1.8592, -0.9028], [0.5895, -1.6033, -0.6662], [3.7243, 2.2933, 1.1296], [0.5786, 1.0257, -1.9212], [0.0286, 1.0373, 2.0803], [-1.3284, 0.8475, -1.6726], [-2.0085, -0.6906, 1.3439], [2.7186, -0.0156, -0.0710], [-0.1872, -1.2349, -1.9107], [-2.6352, -0.1739, 2.2170], [1.6037, 1.2560, 1.5627], [-0.3619, 0.3738, -2.1732], [-3.3023, -1.4802, -0.0739], [0.5501, -0.5274, 0.3964], [-2.7939, -0.5571, 0.0472], [-1.8860, -1.8631, 1.5232], [-0.5159, 1.6790, 2.9014], [-1.2550, -1.7086, -1.8047], [2.6294, 2.2790, 2.0002], [-0.5364, 0.5008, -3.3473], [1.8721, 0.2129, 0.5007]],
  "nbo_charge": [0.388, 0.233, -0.390, -0.446, 0.401, -0.635, 0.879, 0.214, -0.063, 0.245, -0.067, 0.481, -0.238, 0.246, 0.315, -0.683, 0.388, 0.680, -0.843, 0.242, 0.295, 0.228, -0.524, 0.250, -0.593]
}